[1]
Density functional theory data (ωB97M-V/def2-TZVPD) for a molecular structure, C4H3InLi2O2 in a non-equilibrium geometry.

## Properties
frontier orbital gap (alpha / beta): 3.698 / 8.042 eV
E_LUMO (alpha / beta): -21.3579 / -17.8396 eV

```
! RIJCOSX wB97M-V def2-TZVPD def2/J DEFGRID3
* xyz 4 1
In 4.69 -0.10 -0.45
O 2.73 -0.12 -0.40
O -1.31 -1.24 -0.73
C -0.79 1.36 1.38
C 1.65 -0.26 -0.01
C -0.80 0.01 -0.72
C -1.23 0.90 0.24
Li -1.44 -2.37 -2.11
Li -2.14 -1.41 0.91
H -0.42 0.42 -1.66
H -1.35 1.92 2.12
H 0.41 0.89 1.44
*
```

=====

[2]
Density functional theory data (ωB97M-V/def2-TZVPD) for a molecular structure, C4H3IrLiO6 in a non-equilibrium geometry.

## Properties
frontier orbital gap (alpha / beta): 5.739 / 5.327 eV
E_LUMO (alpha / beta): -6.1748 / -7.1504 eV
⟨S²⟩: 6.032

```
! RIJCOSX wB97M-V def2-TZVPD def2/J DEFGRID3
* xyz 1 5
Ir 4.80 0.83 -0.73
O -3.56 1.66 -1.23
O 1.67 -0.35 -0.01
O -2.73 -0.26 -1.96
O -1.63 0.98 -0.42
O 3.86 -0.64 -0.06
O 3.06 1.31 -0.67
C 2.86 0.13 -0.24
C -0.61 0.05 -0.33
C 0.57 0.51 0.17
C -2.68 0.78 -1.27
Li -4.50 0.55 -2.63
H 0.77 1.56 0.36
H -1.38 -1.53 0.71
H -0.63 -0.75 -1.07
*
```

=====

- Which formula does entry 2 have?
  C4H3IrLiO6

=====

Please write out number 1 again, unchanged.
Density functional theory data (ωB97M-V/def2-TZVPD) for a molecular structure, C4H3InLi2O2 in a non-equilibrium geometry.

## Properties
frontier orbital gap (alpha / beta): 3.698 / 8.042 eV
E_LUMO (alpha / beta): -21.3579 / -17.8396 eV

```
! RIJCOSX wB97M-V def2-TZVPD def2/J DEFGRID3
* xyz 4 1
In 4.69 -0.10 -0.45
O 2.73 -0.12 -0.40
O -1.31 -1.24 -0.73
C -0.79 1.36 1.38
C 1.65 -0.26 -0.01
C -0.80 0.01 -0.72
C -1.23 0.90 0.24
Li -1.44 -2.37 -2.11
Li -2.14 -1.41 0.91
H -0.42 0.42 -1.66
H -1.35 1.92 2.12
H 0.41 0.89 1.44
*
```